Record 1
Below is a 4-piece molecular cluster, C31H29BF24NO13P overall, with properties calculated with the ωB97M-V functional and the def2-TZVPD basis.

Geometry as ORCA input:
```
! RIJCOSX wB97M-V def2-TZVPD def2/J DEFGRID3
* xyz 0 1
C -1.32383 -0.11650 0.59103
C -1.58628 1.16948 1.37950
O -2.77180 1.77161 0.90947
C -2.89999 3.07942 1.41269
C -1.93806 3.95534 0.63688
C -1.17392 4.92538 1.14975
O -1.23251 5.25330 2.47275
C -1.97592 6.47124 2.69661
C -3.47901 6.23493 2.78254
C -0.19946 5.66974 0.27045
O 0.10503 6.82296 0.44588
C 0.35515 4.85492 -0.87358
C -0.47403 3.88870 -1.42526
C -0.05845 3.11180 -2.48602
C 1.22383 3.27075 -3.01358
P 1.63297 2.10532 -4.33915
O 2.01635 0.79205 -3.80345
O 2.68739 2.72221 -5.36085
O 0.26849 1.94517 -5.18133
C 2.07402 4.24216 -2.46244
B 3.56734 4.48954 -2.96974
O 4.67596 4.10067 -2.27000
O 3.70953 5.15753 -4.15031
C 1.63662 5.02777 -1.39622
N 2.52167 5.98656 -0.79395
C 2.65041 7.06795 -1.36235
O 2.94128 8.03135 -1.93156
C -1.83308 3.66801 -0.82885
O -2.75199 3.26056 -1.49115
H -0.46827 0.00088 -0.07685
H -1.11214 -0.96093 1.24465
H -2.17376 -0.36602 -0.04220
H -1.62880 0.93512 2.44947
H -0.70600 1.81052 1.23209
H -3.93138 3.41862 1.32128
H -2.63169 3.11271 2.47397
H -1.78949 7.19829 1.90540
H -1.60733 6.91361 3.62074
H -3.94067 7.21933 2.89783
H -3.87333 5.79602 1.86773
H -3.73145 5.65116 3.66726
H -0.72627 2.36102 -2.89086
H 3.42921 2.09834 -5.38774
H -0.09061 2.82560 -5.37055
H 4.45706 3.95682 -1.34251
H 4.63707 5.10692 -4.41919
F -0.48165 -5.39267 2.05790
C -1.33952 -6.39933 2.32477
F -0.59246 -7.48315 2.64786
C -2.22620 -6.73363 1.12479
F -1.47651 -7.19103 0.09942
F -3.02579 -7.76418 1.52262
C -3.16647 -5.62188 0.62578
O -2.75437 -4.84586 -0.48807
C -1.95465 -3.73738 -0.31932
F -1.81580 -3.43728 0.98644
F -2.57614 -2.69292 -0.90421
C -0.60450 -3.86423 -1.02530
F 0.08312 -4.92907 -0.56816
F 0.13231 -2.75472 -0.77391
H -1.94569 -6.13218 3.18899
H -4.05103 -6.14493 0.26521
H -3.50882 -4.99223 1.44728
H -0.74112 -3.96848 -2.09719
F -2.04120 -1.54528 5.79741
C -1.41215 -0.40695 6.14529
F -1.79836 0.55580 5.27339
C 0.11025 -0.55520 6.07741
F 0.49634 -0.78391 4.80445
F 0.61576 0.66023 6.43451
C 0.77199 -1.58537 7.01057
O 1.11032 -2.85228 6.46906
C 0.20085 -3.88265 6.42935
F -0.91557 -3.59052 7.12195
F 0.77314 -4.94360 7.03755
C -0.11052 -4.29833 4.99000
F -0.61328 -3.26432 4.29147
F -1.04477 -5.28456 4.99663
H -1.72916 -0.11161 7.14915
H 1.73647 -1.14832 7.26458
H 0.23233 -1.68010 7.95311
H 0.78867 -4.65745 4.48686
F 2.05656 -1.24384 -6.74754
C 2.87828 -0.45337 -6.03141
F 3.83675 0.00540 -6.87441
C 3.54817 -1.21721 -4.88768
F 4.34963 -2.18908 -5.37988
F 4.35924 -0.31735 -4.26464
C 2.63400 -1.80350 -3.79963
O 2.29990 -3.19002 -3.87839
C 1.24046 -3.64569 -4.62084
F 0.48131 -2.63367 -5.07163
F 0.45500 -4.36655 -3.77468
C 1.67940 -4.58991 -5.74497
F 2.52828 -3.97314 -6.58518
F 0.59173 -4.97337 -6.45244
H 2.31588 0.39960 -5.64400
H 3.21420 -1.73476 -2.88135
H 1.75451 -1.18080 -3.63918
H 2.17102 -5.47111 -5.32813
*
```

Properties
- SMILES = CCOCC1=C(OCC)C(=O)c2c(cc(P(=O)(O)O)c(B(O)O)c2N=C=O)C1=O.FC(F)C(F)(F)COC(F)(F)C(F)F.FC(F)C(F)(F)COC(F)(F)C(F)F.FC(F)C(F)(F)COC(F)(F)C(F)F
- frontier orbital gap (eV) = 8.489
- HOMO energy (eV) = -9.9

Record 2
Below is C31H29IrN7O6S2 as an isolated structure, with properties calculated with the ωB97M-V functional and the def2-TZVPD basis.

Geometry as ORCA input:
```
! RIJCOSX wB97M-V def2-TZVPD def2/J DEFGRID3
* xyz 2 2
Ir 0.05985 0.25901 0.07508
C 1.97306 1.85975 -3.50916
O 2.02895 0.42906 -3.51083
C 1.11077 0.03376 -2.59130
N 1.03007 0.94746 -1.55835
C 1.57290 2.20555 -2.04838
C 0.64087 3.35497 -2.04376
C 1.07415 4.65078 -2.17028
C 0.16222 5.69774 -2.27870
C -1.24452 5.46525 -2.24017
C -1.72160 4.21042 -2.14543
C -0.81211 3.04691 -2.06685
C 1.36477 -1.31611 -2.02341
C 2.03121 -2.36586 -2.63070
C 2.13278 -3.56154 -1.94392
C 1.59284 -3.67047 -0.66305
C 0.97809 -2.56774 -0.11986
N 0.85679 -1.40608 -0.79670
C 0.35940 -2.47872 1.20045
N -0.24470 -1.40099 1.50169
C -0.94823 -1.61921 2.78797
C -0.36338 -2.97853 3.23877
O 0.35206 -3.48415 2.05329
C -0.79793 -0.49463 3.77927
C -1.84482 -0.21854 4.65392
C -1.72654 0.79832 5.59302
C -0.56360 1.55607 5.65302
C 0.48327 1.28303 4.77995
C 0.36929 0.25493 3.85246
H 1.21381 2.19049 -4.21569
H 2.94677 2.24182 -3.79738
H 2.46383 2.45149 -1.45359
H 2.13715 4.86332 -2.20020
H 0.52769 6.70780 -2.41870
H -1.92519 6.30361 -2.30494
H -2.78598 4.00578 -2.15649
H -1.07224 2.42573 -1.19408
H 2.44736 -2.23025 -3.61938
H 2.62407 -4.41136 -2.39780
H 1.65914 -4.58486 -0.08990
H -2.00952 -1.71911 2.55780
H -1.11581 -3.71317 3.50400
H 0.35918 -2.87809 4.04503
H -2.75514 -0.80762 4.60988
H -2.53850 0.99299 6.28218
H -0.46431 2.33695 6.39685
H 1.40167 1.85634 4.83676
H 1.19767 0.03024 3.19383
C -1.64124 3.67708 2.59996
C -1.40912 2.48013 1.73251
N -0.27197 2.13897 1.23093
N 0.79542 2.97167 1.46829
C 2.07828 2.53746 1.34406
N 3.01834 3.47863 1.51480
S 2.45334 0.95506 1.02064
C -2.55244 1.59798 1.39742
C -3.87183 1.99576 1.52733
C -4.86662 1.11367 1.12850
C -4.50335 -0.12832 0.63491
C -3.15617 -0.44321 0.55982
N -2.20081 0.40447 0.93499
H -0.73462 4.01980 3.09351
H -2.35485 3.42666 3.38306
H -2.06011 4.50300 2.01765
H 0.60257 3.92258 1.73773
H 2.80673 4.43246 1.75870
H 3.98491 3.19872 1.49656
H -4.12432 2.97221 1.91883
H -5.90821 1.39587 1.20445
H -5.24593 -0.84433 0.31102
H -2.82553 -1.40465 0.18330
O -2.43738 0.37459 -4.10425
S -1.49595 0.66920 -3.09570
O -1.08757 2.19710 -3.25230
O -1.81491 0.51107 -1.70009
O -0.22827 -0.15062 -3.40038
*
```

Properties
- expectation value of S² = 0.77
- frontier orbital gap (alpha / beta) (eV) = 3.836 / 4.028
- HOMO energy (alpha / beta) (eV) = -12.1 / -12.2

Record 3
Below is C31H29N2NaO2PS as an isolated structure, with properties calculated with the ωB97M-V functional and the def2-TZVPD basis.

Geometry as ORCA input:
```
! RIJCOSX wB97M-V def2-TZVPD def2/J DEFGRID3
* xyz -1 1
Na -1.52209 0.01983 -1.36985
C 4.56891 -4.23833 -5.44469
C 3.71748 -3.84313 -4.26769
C 4.24639 -3.78217 -2.98661
C 3.45575 -3.41607 -1.90228
C 2.12253 -3.10802 -2.09903
C 1.57500 -3.16421 -3.37590
C 2.36890 -3.52981 -4.44662
S 1.08129 -2.62524 -0.73198
O 1.93929 -2.67344 0.43868
O -0.05025 -3.51825 -0.75318
N 0.55565 -1.18511 -1.11181
C 1.37903 -0.09332 -1.20256
C 2.74288 -0.02596 -0.83566
C 3.42071 1.16033 -0.98362
C 2.76828 2.28230 -1.49196
C 1.43661 2.13548 -1.82000
N 0.75539 0.99952 -1.68881
H 5.59600 -4.43550 -5.13824
H 4.58682 -3.44880 -6.19845
H 4.18119 -5.13898 -5.92501
H 5.29205 -4.02286 -2.82982
H 3.86028 -3.37461 -0.89983
H 0.52896 -2.92351 -3.51521
H 1.93936 -3.57428 -5.44151
H 3.22283 -0.88885 -0.40160
H 4.46220 1.21923 -0.68862
H 3.26987 3.23211 -1.61603
H 0.87153 2.97700 -2.21161
C -1.18311 3.31799 1.04896
P -1.04107 1.49261 1.20590
C -2.07353 1.24757 2.70261
C -1.61354 1.45288 4.00300
C -2.46635 1.28040 5.08255
C -3.78933 0.90652 4.87289
C -4.25186 0.70073 3.58280
C -3.39673 0.86253 2.49969
C 0.64869 1.26924 1.87615
C 1.05259 -0.04049 2.14043
C 2.32603 -0.31226 2.60997
C 3.22645 0.72583 2.81292
C 2.84616 2.02993 2.53410
C 1.56501 2.29962 2.06836
H -0.53617 3.68094 0.24878
H -0.94585 3.83208 1.98247
H -2.21810 3.52956 0.77723
H -0.58181 1.73841 4.17287
H -2.09770 1.43515 6.08954
H -4.45364 0.76858 5.71745
H -5.27818 0.40502 3.40372
H -3.76132 0.68587 1.49249
H 0.37430 -0.86353 1.94638
H 2.62001 -1.34072 2.77192
H 4.22849 0.51545 3.16712
H 3.54911 2.84332 2.67083
H 1.28990 3.32333 1.84657
C -6.30600 1.34273 0.14661
C -5.41610 2.29598 -0.33261
C -4.24504 1.89408 -0.97367
C -3.88143 0.55014 -1.19392
C -4.82251 -0.36797 -0.68833
C -6.00182 -0.00039 -0.03955
H -7.21503 1.64083 0.65761
H -5.63153 3.35246 -0.19384
H -3.57914 2.68906 -1.31546
H -4.63174 -1.43583 -0.78710
H -6.68093 -0.76302 0.33207
*
```

Properties
- frontier orbital gap (eV) = 6.341
- HOMO energy (eV) = -4.1

Record 4
Below is C31H29N6O5Ti as an isolated structure, with properties calculated with the ωB97M-V functional and the def2-TZVPD basis.

Geometry as ORCA input:
```
! RIJCOSX wB97M-V def2-TZVPD def2/J DEFGRID3
* xyz 0 2
Ti -0.00495 -0.30679 0.16903
O -3.60902 1.11215 1.54819
C -2.48308 0.87275 1.13884
N -1.82541 -0.29016 1.01214
C -2.27819 -1.54997 1.47894
C -3.44601 -1.76545 2.19303
C -3.75296 -3.04927 2.63896
C -2.90255 -4.10573 2.37504
C -1.72801 -3.90614 1.65287
C -1.41230 -2.63696 1.19382
N -0.25015 -2.29107 0.45696
C 0.70967 -3.14169 0.06362
O 0.80023 -4.35320 0.20329
C 1.86080 -2.42779 -0.66929
C 2.99784 -3.14628 -0.99963
C 4.03521 -2.49404 -1.64187
C 3.91069 -1.14554 -1.94123
C 2.73917 -0.50258 -1.58640
N 1.73384 -1.12859 -0.97502
C -1.62383 2.06801 0.68978
C -2.08570 3.35951 0.87732
C -1.24956 4.41449 0.55701
C 0.01876 4.15850 0.05430
C 0.39216 2.84227 -0.13711
N -0.41815 1.82298 0.15619
H -4.09984 -0.93352 2.40224
H -4.66407 -3.21024 3.20073
H -3.14282 -5.09968 2.73010
H -1.05858 -4.72510 1.44207
H 3.03227 -4.19315 -0.73483
H 4.93839 -3.03029 -1.90338
H 4.69882 -0.59411 -2.43360
H 2.59833 0.55251 -1.79103
H -3.07257 3.49159 1.29657
H -1.57751 5.43417 0.71334
H 0.71065 4.95413 -0.18100
H 1.37060 2.58249 -0.52414
O 1.20758 2.56577 4.77772
C 2.33060 2.46058 4.05314
C 3.41737 3.26474 4.40715
C 4.58570 3.21004 3.67702
C 4.70607 2.35822 2.57791
C 3.63344 1.56436 2.22882
C 2.43862 1.59714 2.95186
C 1.27885 0.76124 2.55395
O 0.23178 0.78189 3.20112
O 1.42617 0.06347 1.46114
H 0.55111 1.95932 4.35865
H 3.31108 3.92272 5.25907
H 5.41901 3.83885 3.96562
H 5.62905 2.31550 2.01590
H 3.69625 0.88347 1.38968
C -0.60631 0.66648 -2.90773
C -1.17555 0.47976 -4.33422
N -2.24089 -0.51897 -4.33436
C -1.66521 -1.81488 -3.98034
C -0.86599 -1.71043 -2.66272
N -1.11486 -0.39549 -2.00868
C -2.58817 -0.22490 -1.90036
C -3.22103 -0.16159 -3.30972
H -0.90413 1.62564 -2.48156
H 0.48478 0.62469 -2.90374
H -0.39930 0.14672 -5.02566
H -1.57255 1.42243 -4.71443
H -1.02154 -2.15186 -4.79449
H -2.48059 -2.53350 -3.88704
H 0.20535 -1.78673 -2.84515
H -1.13992 -2.49169 -1.95517
H -2.78878 0.69176 -1.34755
H -2.97186 -1.05278 -1.30395
H -3.58893 0.84301 -3.52628
H -4.06937 -0.84318 -3.38143
*
```

Properties
- expectation value of S² = 0.75
- frontier orbital gap (alpha / beta) (eV) = 6.998 / 7.163
- HOMO energy (alpha / beta) (eV) = -7.4 / -7.5

Record 5
Below is C31H30ClLiN5O3PSSe as an isolated structure, with properties calculated with the ωB97M-V functional and the def2-TZVPD basis.

Geometry as ORCA input:
```
! RIJCOSX wB97M-V def2-TZVPD def2/J DEFGRID3
* xyz 0 1
Li -0.52501 -0.29560 -0.49000
Cl 0.15535 -0.25099 1.89886
C 1.81242 -0.26143 2.47172
C 2.01027 -0.26063 3.84133
C 3.30667 -0.30410 4.32988
C 4.37792 -0.35728 3.44936
C 4.15389 -0.36308 2.07923
C 2.86282 -0.31227 1.55668
P 2.44295 -0.23643 -0.23461
C 4.10818 0.08612 -0.94458
C 4.92781 -0.84746 -1.57076
C 6.17048 -0.46986 -2.07164
C 6.61003 0.83979 -1.94552
C 5.79730 1.78036 -1.32283
C 4.55365 1.40640 -0.83912
C 2.16299 -2.03204 -0.57838
C 2.04867 -2.98769 0.42975
C 1.73334 -4.30894 0.13060
C 1.54247 -4.69990 -1.18413
C 1.66760 -3.76192 -2.20281
C 1.96295 -2.43981 -1.90409
H 1.15989 -0.22755 4.51103
H 3.47533 -0.29866 5.39975
H 5.39177 -0.39291 3.82904
H 4.99609 -0.40646 1.39965
H 4.60940 -1.87851 -1.66338
H 6.79590 -1.20818 -2.55905
H 7.57867 1.12896 -2.33426
H 6.12986 2.80677 -1.22347
H 3.91574 2.14778 -0.36679
H 2.20208 -2.70760 1.46420
H 1.64259 -5.03275 0.93184
H 1.29826 -5.72929 -1.41606
H 1.52430 -4.05734 -3.23583
H 2.01781 -1.71002 -2.70216
N -2.08307 -4.91900 -1.95446
C -2.21785 -4.05427 -0.90192
C -1.62323 -2.78198 -0.93105
N -1.70560 -1.96018 0.10135
C -2.38684 -2.37230 1.17716
C -2.98450 -3.61248 1.18376
N -2.90568 -4.46062 0.15544
H -1.74400 -4.57854 -2.83477
H -2.66426 -5.73740 -1.95090
H -1.07980 -2.43818 -1.81054
H -2.45894 -1.70170 2.02428
H -3.55424 -3.94388 2.04478
C -0.28917 2.33039 -2.76607
S -0.93734 0.70235 -2.64722
O -1.84694 0.70937 -1.47497
O -1.56181 0.37435 -3.89903
O 0.18744 -0.17239 -2.25786
H -1.05948 2.96662 -3.20007
H 0.58897 2.29275 -3.41117
H -0.03025 2.66287 -1.76014
C -2.57592 2.21941 4.17662
N -3.05808 1.76975 2.88744
C -2.54490 2.13534 1.67212
Se -1.11842 3.22626 1.33359
N -3.29417 1.49234 0.74516
C -4.25050 0.68328 1.34448
C -5.19690 -0.17873 0.82269
C -6.00388 -0.85397 1.72958
C -5.86750 -0.66277 3.10647
C -4.91517 0.20891 3.62421
C -4.10966 0.87083 2.71346
H -1.71358 2.85686 4.00659
H -2.28561 1.36157 4.78444
H -3.35064 2.78411 4.69638
H -2.96763 1.41861 -0.21462
H -5.29186 -0.32393 -0.24660
H -6.75195 -1.54391 1.36173
H -6.51989 -1.19756 3.78500
H -4.81221 0.36247 4.69163
*
```

Properties
- frontier orbital gap (eV) = 7.758
- HOMO energy (eV) = -7.3

Record 6
Below is C31H30FGeN2O4Sn as an isolated structure, with properties calculated with the ωB97M-V functional and the def2-TZVPD basis.

Geometry as ORCA input:
```
! RIJCOSX wB97M-V def2-TZVPD def2/J DEFGRID3
* xyz -1 1
Sn 0.28790 0.32107 -0.85146
C 3.71450 -2.44762 0.88694
C 2.81994 -1.24251 0.74122
N 2.95296 -0.36603 -0.18619
O 3.95203 -0.58691 -1.13036
C 1.72287 -1.05747 1.68388
C 1.80110 -1.50077 3.10967
N 0.64999 -0.42868 1.28152
O -0.27717 -0.20536 2.12963
H 3.83280 -2.96862 -0.06736
H 3.27639 -3.15625 1.58395
H 4.70680 -2.17532 1.25735
H 4.46504 -1.36423 -0.86985
H 2.78223 -1.90270 3.36139
H 1.03282 -2.24678 3.33350
H 1.58610 -0.64874 3.75889
F 1.72024 6.18406 1.14077
C 1.40441 4.92371 0.72647
C 1.88758 4.48275 -0.48510
C 1.55567 3.19149 -0.88886
C 0.76106 2.34963 -0.11302
C 0.29380 2.85348 1.10302
C 0.61041 4.13617 1.53530
H 2.50727 5.13459 -1.08802
H 1.94475 2.83937 -1.84079
H -0.33602 2.22695 1.72660
H 0.24968 4.52866 2.47799
O -2.09266 -1.49698 -0.19372
C -2.51312 -0.34232 -0.25712
O -1.77393 0.70815 -0.33375
C -4.01178 -0.05704 -0.29139
C -4.88537 -1.28158 -0.02403
Ge -5.12732 -1.73722 1.87522
C -4.49292 -0.26220 2.98616
C -3.12097 -0.04723 3.10332
C -2.62935 1.05428 3.79164
C -3.50809 1.95194 4.38068
C -4.87839 1.75154 4.27015
C -5.36614 0.65616 3.57033
C -7.03434 -2.00129 2.29858
C -7.44542 -2.06605 3.63196
C -8.77489 -2.27736 3.96878
C -9.72810 -2.42856 2.97037
C -9.34080 -2.36759 1.64022
C -8.00684 -2.15618 1.31295
C -4.21431 -3.40532 2.35811
C -2.85923 -3.58446 2.07121
C -2.20513 -4.74819 2.45427
C -2.89057 -5.75316 3.12295
C -4.23922 -5.59164 3.40509
C -4.89196 -4.42556 3.02555
H -4.21273 0.33477 -1.29314
H -4.21152 0.76486 0.39943
H -4.43519 -2.14985 -0.50678
H -5.87335 -1.13354 -0.46731
H -2.40072 -0.71346 2.64256
H -1.55764 1.19965 3.83584
H -3.12818 2.81570 4.91299
H -5.56943 2.45424 4.72115
H -6.43852 0.52106 3.48079
H -6.71255 -1.94442 4.42306
H -9.06820 -2.32240 5.01065
H -10.76701 -2.59231 3.22914
H -10.07770 -2.48446 0.85475
H -7.72580 -2.11460 0.26667
H -2.31204 -2.82266 1.52733
H -1.15347 -4.86754 2.22290
H -2.37713 -6.66006 3.41961
H -4.78552 -6.37277 3.92068
H -5.94681 -4.31750 3.25105
*
```

Properties
- frontier orbital gap (eV) = 7.114
- HOMO energy (eV) = -4.6

| no. | molar mass (g mol⁻¹) |
| --- | --- |
| 1 | 1121.305 |
| 2 | 851.967 |
| 3 | 547.616 |
| 4 | 613.477 |
| 5 | 705.008 |
| 6 | 704.910 |